[1]
Formula: C4H15NO3
Source: the OMol25 dataset
Level of theory: ωB97M-V with the def2-TZVPD basis set

Positions of all 23 atoms, in Å:
C  -1.0006  -0.2810  0.1771
C  0.3114  -1.0530  0.1983
C  0.5322  -2.1002  -0.6922
C  1.0596  0.4565  2.0202
N  1.1859  -0.7386  1.1626
H  -1.6590  -0.6273  -0.5994
H  -0.9334  0.8013  -0.0084
H  -1.3864  -0.4299  1.1863
H  -0.1936  -2.3351  -1.4531
H  1.5260  -2.5177  -0.8101
H  0.0829  0.8905  1.9127
H  1.8087  1.1564  1.6878
H  1.2339  0.1961  3.0535
H  2.1390  -1.0770  1.0782
H  -0.0917  1.1781  -3.8346
H  0.6119  0.5291  -2.5788
O  0.4427  1.3386  -3.0679
H  1.1588  2.6072  -1.8647
H  2.3386  3.2636  -1.1210
O  1.3911  3.0879  -1.0444
H  -3.9869  -1.9310  1.1970
H  -2.8124  -1.2102  1.6097
O  -3.7586  -1.2046  1.7913

Results
2S+1 ... 2
Energy above the lowest of the compared OMol25 structures with the same formula, charge and spin ... 11.3 kcal per mole
HOMO energy (alpha / beta) ... -0.518 / -0.518 Ha
<S²> ... 0.7700
E_tot ... -441.55570 hartree
Kohn-Sham gap (alpha / beta) ... 0.3852 / 0.2485 Ha
LUMO energy (alpha / beta) ... -3.61 / -7.33 eV
Net charge ... +1

Mulliken population analysis, charges in e, atoms 1 to 6: number 1, C, carries -1.648; number 2, C, carries 1.379; number 3, C, carries -1.006; number 4, C, carries -0.806; number 5, N, carries -0.127; number 6, H, carries 0.472

[2]
Formula: C2H2IN
Source: the OMol25 dataset
Level of theory: ωB97M-V with the def2-TZVPD basis set

Positions of all 6 atoms, in Å:
C  0.6874  -0.9655  0.0598
C  0.6465  0.3753  -0.1284
N  0.8161  -2.1338  0.1719
I  -3.1975  0.9668  0.1712
H  -0.2808  0.7071  0.3223
H  1.3283  1.0501  -0.5968

Results
Energy above the lowest of the compared OMol25 structures with the same formula, charge and spin ... 84.0 kcal per mole
HOMO energy (alpha / beta) ... -0.313 / -0.312 Ha
E_tot ... -429.69138 hartree
Kohn-Sham gap (alpha / beta) ... 0.1401 / 0.1388 Ha
LUMO energy (alpha / beta) ... -4.69 / -4.71 eV

Mulliken charges, unit e, in atom order: number 1, C, carries 0.462; number 2, C, carries -0.364; number 3, N, carries -0.249; number 4, I, carries -0.200; number 5, H, carries 0.074; number 6, H, carries 0.278

[3]
Formula: C22H32BCdN7
Source: the OMol25 dataset
Level of theory: ωB97M-V with the def2-TZVPD basis set

Positions of all 63 atoms, in Å:
C  -0.1890  3.4601  -1.2928
N  -0.0299  2.1769  -1.6632
N  0.2044  2.1423  -3.0257
C  0.1847  3.4028  -3.4984
C  -0.0638  4.2678  -2.4348
B  0.3769  0.7866  -3.7896
N  1.4676  -0.1021  -3.0901
N  1.3586  -0.4066  -1.7504
C  2.3294  -1.2792  -1.4284
C  3.0939  -1.5334  -2.5787
C  2.5241  -0.7679  -3.6013
Cd  -0.2919  0.3554  -0.4678
N  -0.9684  0.0058  -3.6112
N  -1.3815  -0.3260  -2.3380
C  -2.4863  -1.0923  -2.4395
C  -2.7992  -1.2303  -3.8064
C  -1.8256  -0.5214  -4.5012
H  -2.9863  -1.4918  -1.5733
H  -1.6974  -0.3691  -5.5644
H  -3.6241  -1.7685  -4.2085
H  0.6388  0.9680  -4.9336
H  2.7918  -0.6502  -4.6374
H  0.3539  3.5867  -4.5496
H  3.9449  -2.1727  -2.6388
H  -0.1390  5.3342  -2.4617
H  2.4313  -1.6601  -0.4199
H  -0.3900  3.7400  -0.2620
H  -0.5748  -2.9018  0.5755
C  -0.0656  -3.3699  1.4338
H  0.5684  -4.1985  1.0924
H  0.5362  -2.5976  1.9081
H  -0.7843  -3.7837  2.1535
C  -4.8551  2.7325  5.5194
C  -3.8259  3.1418  4.5119
C  -3.0266  4.2886  4.6534
C  -1.9570  4.5405  3.7760
C  -1.1189  5.7722  3.8910
C  -1.5842  3.5870  2.8408
C  -2.2666  2.3708  2.8710
C  -3.5544  2.3060  3.4293
N  -1.5294  1.2031  2.6168
C  -2.1751  0.0290  2.5534
C  -0.0389  1.2371  2.7959
C  -3.1749  -0.1820  1.4800
C  -1.9646  -0.9666  3.6346
H  -4.8422  3.3804  6.3968
H  -5.8705  2.7203  5.1107
H  -4.6381  1.7167  5.8743
H  -3.2118  4.9919  5.4691
H  -1.7332  6.6649  4.0530
H  -0.4268  5.6673  4.7391
H  -0.5298  5.9070  2.9753
H  -0.7427  3.7414  2.1543
H  -4.2403  1.5197  3.1152
H  0.2363  1.4227  3.8410
H  0.3771  0.2716  2.4710
H  0.3898  2.0297  2.1652
H  -3.1187  0.5985  0.7019
H  -2.9785  -1.1415  0.9676
H  -4.2074  -0.1955  1.8763
H  -2.7088  -1.7735  3.5851
H  -0.9720  -1.4467  3.6097
H  -2.0775  -0.4857  4.6289

Results
Energy above the lowest of the compared OMol25 structures with the same formula, charge and spin ... 6.6 kcal per mole
HOMO energy ... -0.521 Ha
E_tot ... -1432.80029 hartree
Kohn-Sham gap ... 0.2142 Ha
LUMO energy ... -8.33 eV
Net charge ... +2

Mulliken population analysis, charges in e, atoms 1 to 6: number 1, C, carries 0.214; number 2, N, carries -0.391; number 3, N, carries 0.239; number 4, C, carries -0.067; number 5, C, carries -1.114; number 6, B, carries 0.106

[4]
Formula: C4H12N2O
Source: the OMol25 dataset
Level of theory: ωB97M-V with the def2-TZVPD basis set

Positions of all 19 atoms, in Å:
C  0.7811  1.8354  0.7293
N  1.0618  0.4217  0.8595
C  1.3271  -0.3122  -0.3760
C  0.0782  -0.2645  -1.3209
N  -1.0035  -1.1292  -0.8980
C  -1.9080  -0.8190  0.1612
O  -1.6425  -1.4944  1.3850
H  1.3468  2.4887  1.3833
H  1.0384  2.1242  -0.3188
H  -0.3058  2.0351  0.7603
H  1.7174  0.1834  1.5859
H  2.1492  0.1858  -0.9167
H  1.4653  -1.3781  -0.2095
H  0.3619  -0.3587  -2.3714
H  -0.3001  0.7572  -1.2027
H  -0.7337  -2.1063  -0.8729
H  -2.9646  -0.8111  -0.1231
H  -1.7708  0.2554  0.4149
H  -0.6981  -1.6134  1.3307

Results
Energy above the lowest of the compared OMol25 structures with the same formula, charge and spin ... 51.2 kcal per mole
HOMO energy ... -0.313 Ha
E_tot ... -344.30341 hartree
Kohn-Sham gap ... 0.3489 Ha
SMILES string ... CNCCNCO
LUMO energy ... 0.97 eV

Mulliken population analysis, charges in e, atoms 1 to 6: number 1, C, carries -0.905; number 2, N, carries -0.161; number 3, C, carries -0.745; number 4, C, carries -0.702; number 5, N, carries -0.313; number 6, C, carries -0.171

[5]
Formula: C2H8NO2
Source: the OMol25 dataset
Level of theory: ωB97M-V with the def2-TZVPD basis set

Positions of all 13 atoms, in Å:
C  0.2790  -0.2837  1.0025
O  -0.3257  0.8513  1.4230
C  -0.5058  -1.2196  0.0251
N  -0.4363  -0.7673  -1.3906
H  0.5662  -0.9510  1.8665
H  1.2619  -0.0948  0.4875
H  -1.5521  -1.3864  0.2735
H  -0.0039  -2.1797  0.2188
H  0.5154  -0.9061  -1.7192
H  -0.4822  0.2523  -1.2821
H  0.8439  2.3913  -0.7864
H  -0.0867  1.8538  0.3843
O  -0.0739  2.4399  -0.5028

Results
Energy above the lowest of the compared OMol25 structures with the same formula, charge and spin ... 5.7 kcal per mole
HOMO energy ... -0.118 Ha
E_tot ... -286.23821 hartree
Kohn-Sham gap ... 0.2860 Ha
LUMO energy ... 4.56 eV
Net charge ... -1

Mulliken population analysis, charges in e, atoms 1 to 6: number 1, C, carries -0.524; number 2, O, carries -0.842; number 3, C, carries -0.392; number 4, N, carries -0.771; number 5, H, carries 0.293; number 6, H, carries 0.186

[6]
Formula: C24H22N2O5
Source: the OMol25 dataset
Level of theory: ωB97M-V with the def2-TZVPD basis set

Positions of all 53 atoms, in Å:
C  3.4961  -4.5001  1.6439
C  2.2431  -4.3246  2.4196
O  0.9387  -4.1924  1.7076
C  0.7820  -3.0736  1.1469
C  1.6389  -2.0037  1.1428
C  1.1809  -0.7660  0.7291
C  0.0850  -0.6941  0.0672
C  -0.8629  -2.0376  -0.2367
C  -0.4300  -3.1901  0.4331
H  -0.9358  -3.9761  0.3297
H  -1.9028  -1.9802  -0.6378
C  -0.6156  0.3531  -0.7349
N  0.0017  0.4156  -2.3206
C  -1.2649  0.6625  -2.9643
O  -1.1909  0.5556  -4.3056
C  -2.3175  0.7966  -2.0252
C  -1.8761  0.7544  -0.8840
C  -2.8784  0.7424  0.3560
O  -4.3058  0.6740  0.0635
C  -2.4075  0.8341  1.7591
C  -3.0703  0.5311  2.8060
C  -2.1345  0.7862  4.0701
C  -1.0063  1.0157  3.3083
O  -1.0749  1.0733  2.0709
C  0.2469  1.0104  3.6671
H  0.3684  1.3440  4.7951
H  1.2630  0.3595  3.4447
H  0.7317  2.0854  3.3486
H  -2.1964  0.7286  5.0271
H  -4.0762  0.5234  2.9523
O  -3.6921  0.8845  -2.7208
H  -3.4293  0.8199  -3.7539
C  1.1774  0.3023  -2.5899
C  2.2716  1.2774  -2.0709
C  1.8884  2.6383  -2.0450
N  2.3875  3.6519  -1.4797
C  3.6877  3.1541  -1.1311
C  4.2130  2.1354  -0.7466
C  3.3304  0.9498  -1.4133
H  3.5943  -0.1032  -1.2272
H  5.2111  1.8808  -0.4526
H  4.3458  4.1447  -0.3282
H  0.9569  2.9416  -2.4175
H  1.3571  0.3185  -3.6872
H  1.5093  -0.8624  -2.2596
H  -0.0425  1.4697  -0.4170
H  1.7433  0.2311  0.7210
H  2.5321  -1.7557  1.7850
H  2.0101  -5.3992  3.0575
H  2.3996  -3.6506  3.3652
H  3.5853  -3.7298  0.9754
H  4.3212  -4.7893  2.1899
H  3.2165  -5.3910  0.7913

Results
Energy above the lowest of the compared OMol25 structures with the same formula, charge and spin ... 505.5 kcal per mole
HOMO energy ... -0.321 Ha
E_tot ... -1412.71244 hartree
Kohn-Sham gap ... 0.2750 Ha
LUMO energy ... -1.26 eV

Mulliken population analysis, charges in e, atoms 1 to 6: number 1, C, carries -1.037; number 2, C, carries -0.323; number 3, O, carries -0.351; number 4, C, carries 0.639; number 5, C, carries -0.832; number 6, C, carries 0.014

[7]
Formula: C6H9Br
Source: the OMol25 dataset
Level of theory: ωB97M-V with the def2-TZVPD basis set

Positions of all 16 atoms, in Å:
C  0.9941  -2.4237  0.0361
C  1.0002  -0.9889  0.4097
C  -0.0761  -0.2077  0.3405
C  -0.5757  1.2058  0.4598
C  0.1064  2.3579  -0.2921
C  -1.4109  0.2512  -0.4243
Br  -3.0125  -0.4257  0.3269
H  0.8645  -2.7563  -1.0064
H  0.1738  -2.9974  0.4571
H  1.9346  -3.0276  0.2483
H  1.8401  -0.7361  0.9979
H  -1.1268  1.5801  1.2730
H  0.8500  2.1109  -0.9866
H  0.5718  2.9365  0.4751
H  -0.7078  2.8623  -0.8142
H  -1.4257  0.2587  -1.5008

Results
Energy above the lowest of the compared OMol25 structures with the same formula, charge and spin ... 45.1 kcal per mole
HOMO energy ... -0.339 Ha
E_tot ... -2807.93291 hartree
Kohn-Sham gap ... 0.3724 Ha
SMILES string ... C/C=C1/[C@@H](C)[C@@H]1Br
LUMO energy ... 0.92 eV

Mulliken population analysis, charges in e, atoms 1 to 6: number 1, C, carries -1.094; number 2, C, carries -0.160; number 3, C, carries 0.016; number 4, C, carries -0.109; number 5, C, carries -1.413; number 6, C, carries -0.222

[8]
Formula: C16H17BO8
Source: the OMol25 dataset
Level of theory: ωB97M-V with the def2-TZVPD basis set

Positions of all 42 atoms, in Å:
C  4.4000  1.2205  0.9553
C  3.3920  1.5555  0.3964
C  2.0404  1.7412  -0.0044
C  1.4059  0.9304  -0.8608
C  -0.0240  1.2439  -1.1372
O  -0.5122  1.1444  -2.2381
C  -0.7911  1.7473  0.0378
B  -2.2859  1.2927  0.3054
O  -2.6518  0.0120  -0.0580
O  -3.1869  2.1325  0.8811
C  -0.1510  2.5794  0.8648
C  1.2722  2.8978  0.5750
O  1.7606  3.9866  0.7295
H  5.3728  1.1766  1.3783
H  1.8829  0.0812  -1.3238
H  -1.9071  -0.5836  0.0727
H  -3.4880  1.7220  1.7031
H  -0.6319  3.0078  1.7317
O  2.1773  -2.4141  -4.6295
C  0.9890  -2.2895  -4.6592
C  0.1877  -1.0788  -5.0999
C  -1.1959  -1.3682  -4.5252
C  -1.2208  -2.8910  -4.5124
O  0.1456  -3.2861  -4.2924
H  0.1872  -1.0456  -6.1906
H  0.6270  -0.1670  -4.7056
H  -2.0170  -0.9313  -5.0892
H  -1.2489  -0.9874  -3.5053
H  -1.5532  -3.3113  -5.4642
H  -1.8335  -3.3031  -3.7145
O  -2.0612  0.8432  3.1573
C  -1.2290  0.2083  3.7463
C  0.1861  0.6277  4.0916
C  0.8470  -0.7024  4.4515
C  -0.3386  -1.5071  4.9695
O  -1.4734  -1.0231  4.2227
H  0.1419  1.3126  4.9397
H  0.6558  1.1237  3.2469
H  1.6553  -0.6195  5.1740
H  1.2470  -1.1696  3.5506
H  -0.5301  -1.3332  6.0296
H  -0.2421  -2.5757  4.7995

Results
HOMO energy ... -0.366 Ha
E_tot ... -1246.68238 hartree
Kohn-Sham gap ... 0.3158 Ha
SMILES string ... C#CC1=CC(=O)C(B(O)O)=CC1=O.O=C1CCCO1.O=C1CCCO1
LUMO energy ... -1.38 eV

Mulliken population analysis, charges in e, atoms 1 to 6: number 1, C, carries -0.217; number 2, C, carries -1.016; number 3, C, carries 0.963; number 4, C, carries -0.641; number 5, C, carries 0.285; number 6, O, carries -0.580

| no. | maximum force (eV Å⁻¹) |
| --- | --- |
| 1 | 1.528 |
| 2 | 3.584 |
| 3 | 2.279 |
| 4 | 2.891 |
| 5 | 1.069 |
| 6 | 18.921 |
| 7 | 3.773 |
| 8 | 0.813 |